C12H14BrIN2Tc as an isolated structure. Source: the OMol25 dataset; level of theory: wB97M-V/def2-TZVPD.

Its orbital gap (spin up / spin down) is 6.7 / 3.1 eV. The highest occupied orbital energy (spin up / spin down) comes out at -16.13 / -15.27 eV.

Geometry as ORCA input:
```
! wB97M-V def2-TZVPD RIJCOSX def2/J DEFGRID3
* xyz 2 4
C 0.35 -3.32 -1.78
C -1.50 -2.35 -1.68
H 0.37 -3.38 -2.87
H -0.18 -4.22 -1.42
H 1.36 -3.32 -1.35
H -1.69 -1.38 -2.06
H -1.64 -2.99 -2.59
H -2.08 -2.87 -0.90
C 2.85 0.13 0.53
C 3.64 1.20 0.97
C 3.02 2.43 1.22
C 1.63 2.55 1.05
H 3.26 -0.85 0.31
H 4.71 1.03 1.11
H 3.62 3.29 1.53
H 1.10 3.49 1.23
N 1.53 0.24 0.33
C 0.91 1.40 0.63
C -0.55 1.36 0.57
N -1.10 0.19 0.13
C -2.42 0.02 0.35
C -2.69 2.26 1.21
C -3.24 1.02 0.86
H -2.81 -0.97 0.09
H -4.31 0.80 0.96
C -1.32 2.43 1.07
H -0.83 3.36 1.36
H -3.33 3.06 1.59
Tc 0.17 -1.54 -0.87
I 1.08 -0.39 -2.93
Br 0.06 -2.70 1.36
*
```

Results of the Löwdin charge analysis, in e, for atoms 1 through 8: C -0.339; C -0.293; H 0.045; H 0.078; H 0.057; H -0.002; H 0.087; H 0.056

***

C49H109AlO3P3 as an isolated structure. Source: the OMol25 dataset; level of theory: wB97M-V/def2-TZVPD.

Its orbital gap is 1.3 eV. The highest occupied orbital energy comes out at -20.04 eV.

Geometry as ORCA input:
```
! wB97M-V def2-TZVPD RIJCOSX def2/J DEFGRID3
* xyz 5 1
Al 7.14 -0.91 -1.01
O 2.47 -0.04 0.07
C 3.65 -0.54 -0.35
O 3.79 -0.77 -1.57
O 4.64 -0.65 0.41
H 2.10 0.08 -0.84
C 2.47 -4.59 -2.95
C 1.38 -5.51 -2.38
C 1.45 -5.74 -0.86
C 1.04 -4.42 -0.14
P 1.34 -4.28 1.67
C 0.19 -5.42 2.47
C 0.82 -6.76 2.92
C -0.25 -7.80 3.32
C -0.94 -8.48 2.10
C 3.12 -4.73 1.94
C 3.70 -4.30 3.32
C 4.29 -2.87 3.26
C 4.37 -2.14 4.56
C 1.10 -2.57 2.28
C -0.41 -2.19 2.31
C -0.60 -0.82 3.00
C -1.99 -0.29 2.75
H 3.42 -5.07 -3.18
H 2.78 -3.75 -2.31
H 2.15 -4.11 -3.88
H 1.21 -6.42 -2.95
H 0.46 -4.92 -2.53
H 2.47 -6.02 -0.57
H 0.88 -6.61 -0.55
H -0.05 -4.47 -0.18
H 1.58 -3.62 -0.65
H -0.67 -5.70 1.86
H -0.16 -4.91 3.37
H 1.42 -6.56 3.81
H 1.43 -7.24 2.15
H -1.09 -7.27 3.78
H 0.21 -8.56 3.95
H -1.73 -7.89 1.63
H -1.42 -9.40 2.41
H -0.20 -8.63 1.30
H 3.70 -4.32 1.11
H 3.16 -5.82 1.88
H 4.37 -5.00 3.81
H 2.86 -4.22 4.02
H 3.73 -2.26 2.53
H 5.28 -2.94 2.80
H 5.19 -1.42 4.58
H 4.62 -2.81 5.40
H 3.40 -1.70 4.80
H 1.72 -1.83 1.79
H 1.48 -2.65 3.30
H -1.03 -2.94 2.79
H -0.77 -2.15 1.27
H 0.24 -0.16 2.75
H -0.32 -1.05 4.04
H -2.72 -0.89 3.31
H -2.36 -0.54 1.75
H -2.13 0.77 2.97
C -0.41 -1.96 -2.12
C -0.46 -0.55 -1.49
C -1.86 0.07 -1.46
C -2.37 0.69 -2.79
P -4.03 0.27 -3.29
C -4.41 1.18 -4.85
C -4.43 2.71 -4.72
C -5.39 3.33 -5.79
C -4.92 3.04 -7.21
C -4.15 -1.55 -3.61
C -3.38 -2.16 -4.77
C -4.24 -2.93 -5.82
C -5.00 -4.12 -5.30
C -5.19 0.74 -1.94
C -5.36 -0.31 -0.82
C -6.32 0.26 0.24
C -6.49 -0.82 1.35
H 0.61 -2.35 -2.17
H -0.72 -1.90 -3.16
H -0.98 -2.61 -1.45
H 0.20 0.06 -2.11
H -0.07 -0.55 -0.47
H -1.87 0.76 -0.62
H -2.55 -0.72 -1.13
H -1.71 0.42 -3.62
H -2.35 1.77 -2.66
H -5.42 0.76 -4.97
H -3.70 0.84 -5.60
H -3.44 3.15 -4.79
H -4.80 2.96 -3.72
H -5.33 4.41 -5.61
H -6.44 3.07 -5.64
H -5.53 3.69 -7.85
H -5.15 2.02 -7.53
H -3.88 3.28 -7.43
H -5.22 -1.75 -3.68
H -3.83 -2.03 -2.68
H -2.65 -2.85 -4.34
H -2.87 -1.40 -5.37
H -3.62 -3.28 -6.65
H -5.04 -2.23 -6.10
H -5.63 -3.97 -4.42
H -4.30 -4.90 -4.92
H -5.57 -4.68 -6.04
H -6.15 0.82 -2.46
H -4.82 1.74 -1.71
H -4.46 -0.25 -0.21
H -5.64 -1.25 -1.28
H -7.28 0.57 -0.17
H -5.94 1.17 0.70
H -6.87 -0.44 2.30
H -5.51 -1.24 1.59
H -7.14 -1.62 1.02
C 6.70 3.25 3.26
C 5.43 2.45 3.52
C 4.21 2.59 2.61
C 3.91 4.05 2.22
P 2.24 4.32 1.55
C 2.05 6.11 1.46
C 0.68 6.62 1.05
C 0.57 8.09 0.66
C 1.66 8.63 -0.27
C 2.12 3.55 -0.06
C 2.73 4.28 -1.26
C 2.19 3.62 -2.54
C 2.64 4.39 -3.78
C 0.94 3.63 2.52
C 0.92 4.18 3.98
C 0.30 3.17 4.90
C 0.35 3.45 6.41
H 6.59 4.31 3.52
H 7.16 3.18 2.27
H 7.47 2.91 3.96
H 5.08 2.69 4.52
H 5.74 1.40 3.42
H 3.39 1.98 3.00
H 4.43 2.12 1.65
H 4.60 4.50 1.51
H 4.01 4.67 3.12
H 2.81 6.35 0.71
H 2.38 6.57 2.40
H -0.11 6.26 1.72
H 0.33 6.11 0.13
H 0.75 8.73 1.54
H -0.40 8.31 0.22
H 1.46 9.66 -0.59
H 1.66 8.10 -1.23
H 2.67 8.64 0.14
H 1.08 3.20 -0.11
H 2.55 2.53 -0.09
H 3.82 4.27 -1.20
H 2.32 5.29 -1.32
H 1.11 3.47 -2.52
H 2.68 2.64 -2.61
H 2.41 5.45 -3.76
H 2.23 4.00 -4.71
H 3.71 4.24 -3.92
H 1.14 2.56 2.63
H 0.00 3.73 1.98
H 0.39 5.13 4.05
H 1.94 4.30 4.36
H 0.80 2.21 4.71
H -0.76 3.04 4.64
H -0.43 4.16 6.67
H 1.30 3.87 6.74
H 0.14 2.54 6.97
*
```

Results of the Löwdin charge analysis, in e, for atoms 1 through 8: Al 1.115; O 0.115; C -0.750; O 0.126; O 0.006; H 0.116; C -0.096; C -0.215

***

CH4BNO2 as an isolated structure. Source: the OMol25 dataset; level of theory: wB97M-V/def2-TZVPD.

Its orbital gap is 10.1 eV. The highest occupied orbital energy comes out at -10.60 eV.

Geometry as ORCA input:
```
! wB97M-V def2-TZVPD RIJCOSX def2/J DEFGRID3
* xyz 0 1
B 0.75 0.62 0.20
C -0.50 -0.04 0.84
N -0.48 -0.69 -1.02
O -1.16 -1.43 -1.63
O 0.64 -0.24 -1.20
H 0.48 1.67 -0.23
H 1.96 0.49 0.50
H -0.44 -0.91 1.35
H -1.25 0.52 1.19
*
```

Results of the Löwdin charge analysis, in e, for atoms 1 through 8: B -0.355; C 0.175; N -0.221; O 0.152; O 0.058; H 0.042; H 0.071; H 0.040

***

A 2-piece molecular cluster, C4H10O3 overall. Source: the OMol25 dataset; level of theory: wB97M-V/def2-TZVPD.

As for the SMILES: O=CCCCO.O. Its orbital gap is 10.5 eV. The highest occupied orbital energy comes out at -10.00 eV.

Geometry as ORCA input:
```
! wB97M-V def2-TZVPD RIJCOSX def2/J DEFGRID3
* xyz 0 1
C 0.47 -0.05 1.32
O 0.87 -0.77 2.52
C -0.10 -1.12 0.40
C -0.56 -0.59 -0.99
C 0.53 -0.63 -2.03
O 0.78 -1.66 -2.61
H 1.35 0.48 0.93
H -0.13 0.71 1.85
H 1.21 -1.63 2.25
H -0.94 -1.61 0.86
H 0.65 -1.90 0.26
H -1.33 -1.22 -1.44
H -0.96 0.40 -0.76
H 1.00 0.34 -2.32
H -0.37 2.82 -0.61
H -1.25 3.54 0.54
O -1.22 2.89 -0.18
*
```

Results of the Löwdin charge analysis, in e, for atoms 1 through 8: C -0.240; O -0.106; C -0.172; C -0.143; C -0.267; O 0.052; H 0.112; H 0.124

***

C15H31BrCl16FOS as an isolated structure. Source: the OMol25 dataset; level of theory: wB97M-V/def2-TZVPD.

Its orbital gap is 8.5 eV. The highest occupied orbital energy comes out at -12.47 eV.

Geometry as ORCA input:
```
! wB97M-V def2-TZVPD RIJCOSX def2/J DEFGRID3
* xyz 1 1
C 4.72 -1.75 3.30
C 4.03 -0.95 2.20
O 3.73 0.37 2.68
C 2.49 0.87 2.30
C 1.46 0.41 3.37
S -0.24 0.86 3.03
F -0.11 1.55 1.59
C -1.13 -0.66 2.57
Br -0.01 -1.97 1.67
C -2.36 -0.26 1.74
C -3.22 -1.45 1.31
H 4.78 -2.81 3.03
H 5.73 -1.37 3.48
H 4.17 -1.65 4.25
H 4.68 -0.84 1.32
H 3.11 -1.45 1.87
H 2.55 1.97 2.29
H 2.19 0.54 1.30
H 1.52 -0.68 3.50
H 1.68 0.90 4.33
H -1.41 -1.06 3.56
H -2.98 0.42 2.34
H -2.02 0.28 0.84
H -4.00 -1.06 0.64
H -3.72 -1.93 2.17
H -2.66 -2.19 0.74
C -2.66 -0.27 5.76
Cl -1.12 0.57 5.49
Cl -3.80 0.03 4.44
H -2.44 -1.33 5.76
H -3.10 0.08 6.68
C -0.06 -2.99 -2.31
Cl 1.15 -4.07 -1.61
Cl -1.68 -3.32 -1.69
H 0.21 -1.97 -2.05
H -0.07 -3.13 -3.39
C 1.18 2.09 -2.28
Cl 0.06 0.72 -2.44
Cl 2.71 1.79 -3.09
H 0.71 2.95 -2.75
H 1.36 2.27 -1.23
C 1.63 2.72 -6.50
Cl 1.80 2.33 -8.22
Cl 1.37 4.45 -6.22
H 0.77 2.18 -6.12
H 2.53 2.42 -5.99
C 0.77 -3.27 5.04
Cl 1.82 -4.51 5.71
Cl -0.75 -3.09 5.93
H 1.28 -2.32 5.12
H 0.54 -3.50 4.01
C -5.34 1.97 -0.14
Cl -3.87 1.58 -1.03
Cl -6.35 0.55 0.17
H -5.06 2.40 0.82
H -5.92 2.68 -0.73
C 3.07 -1.10 -7.61
Cl 4.44 -1.94 -6.89
Cl 1.82 -0.72 -6.42
H 3.42 -0.17 -8.04
H 2.63 -1.74 -8.37
C -3.18 4.01 -4.37
Cl -2.03 2.83 -3.70
Cl -4.65 4.07 -3.40
H -2.71 4.99 -4.37
H -3.44 3.70 -5.37
*
```

Results of the Löwdin charge analysis, in e, for atoms 1 through 8: C -0.056; C -0.241; O -0.135; C -0.249; C -0.324; S 1.034; F -0.284; C -0.837

***

A 2-piece molecular cluster, CH4ClFOP overall. Source: the OMol25 dataset; level of theory: wB97M-V/def2-TZVPD.

Its orbital gap (spin up / spin down) is 7.2 / 7.8 eV. The highest occupied orbital energy (spin up / spin down) comes out at -16.04 / -15.51 eV.

Geometry as ORCA input:
```
! wB97M-V def2-TZVPD RIJCOSX def2/J DEFGRID3
* xyz 1 1
C -0.05 -0.85 1.08
O 0.61 -0.42 -1.48
F 0.97 1.43 0.17
P -0.16 0.28 -0.31
Cl -2.48 3.02 -1.11
H -0.54 -0.44 1.95
H 1.12 -1.10 1.12
H -0.52 -1.80 0.84
H 1.05 -0.13 -2.26
*
```

Results of the Löwdin charge analysis, in e, for atoms 1 through 8: C -0.151; O -0.114; F -0.214; P 1.001; Cl 0.075; H 0.066; H 0.154; H 0.065

***

C24H45NP2SiV as an isolated structure. Source: the OMol25 dataset; level of theory: wB97M-V/def2-TZVPD.

Its orbital gap (spin up / spin down) is 3.7 / 3.3 eV. The highest occupied orbital energy (spin up / spin down) comes out at -4.45 / -4.31 eV.

Geometry as ORCA input:
```
! wB97M-V def2-TZVPD RIJCOSX def2/J DEFGRID3
* xyz 0 4
P 2.66 1.61 -2.31
P 1.32 -1.65 -1.27
C 3.01 -0.05 -3.07
C 1.93 -1.14 -2.97
H 3.95 -0.39 -2.60
H 3.25 0.12 -4.13
H 1.08 -0.90 -3.62
H 2.37 -2.06 -3.39
C 2.58 -2.90 -0.89
H 2.32 -3.43 0.03
H 3.57 -2.45 -0.78
H 2.62 -3.63 -1.71
C -0.20 -2.58 -1.58
H 0.07 -3.55 -2.03
H -0.85 -2.06 -2.30
H -0.76 -2.77 -0.64
C 4.24 2.67 -2.00
H 3.97 3.73 -2.10
H 4.99 2.43 -2.77
H 4.68 2.52 -1.00
C 2.84 2.46 -4.11
H 2.15 1.98 -4.81
H 3.87 2.34 -4.47
H 2.61 3.54 -4.05
V -1.58 -0.83 0.77
C 2.01 -0.11 -0.36
C 2.93 1.05 -0.58
C 2.53 2.16 0.44
C 1.60 3.22 -0.19
C 1.62 3.20 -1.70
C 0.93 2.16 -2.45
C 0.04 1.13 -1.73
C 0.51 0.44 -0.39
C -2.18 1.20 0.97
H 2.23 -0.54 0.64
H 3.97 0.72 -0.45
H 3.42 2.69 0.76
H 2.05 1.73 1.33
H 0.59 3.13 0.21
H 1.92 4.24 0.09
H 1.94 4.10 -2.20
H 0.55 2.44 -3.43
H -0.18 0.33 -2.45
H -0.93 1.62 -1.59
H 0.32 1.13 0.44
H -0.21 -0.46 -0.30
H -3.28 1.10 1.04
H -1.93 1.84 0.11
H -1.77 1.61 1.90
C -0.32 -0.01 3.31
Si -1.68 -1.19 3.86
C -1.05 -2.73 4.66
C -2.92 -0.33 4.96
N -2.39 -1.60 2.31
C -3.57 -1.81 1.60
C -3.57 -1.49 0.20
C -4.80 -1.22 -0.41
C -6.00 -1.49 0.28
C -5.97 -1.99 1.59
C -4.76 -2.16 2.26
H 0.64 -0.40 3.67
H -0.48 0.98 3.77
H -0.17 0.14 2.21
H -0.83 -2.54 5.72
H -1.80 -3.53 4.61
H -0.13 -3.08 4.18
H -2.80 0.76 4.91
H -3.95 -0.58 4.67
H -2.74 -0.65 5.99
H -2.63 -1.40 -0.44
H -4.84 -0.77 -1.40
H -6.96 -1.31 -0.19
H -6.90 -2.24 2.11
H -4.73 -2.49 3.30
*
```

Results of the Löwdin charge analysis, in e, for atoms 1 through 8: P 0.662; P 0.975; C -0.282; C -0.301; H 0.086; H 0.079; H 0.088; H 0.079

***

A 2-piece molecular cluster, C28H32BF3O2 overall. Source: the OMol25 dataset; level of theory: wB97M-V/def2-TZVPD.

Its orbital gap is 3.4 eV. The highest occupied orbital energy comes out at -6.96 eV.

Geometry as ORCA input:
```
! wB97M-V def2-TZVPD RIJCOSX def2/J DEFGRID3
* xyz 0 1
C -4.39 0.20 -3.46
C -3.28 0.61 -2.51
C -2.65 1.85 -3.14
C -3.71 0.89 -0.98
C -4.11 2.33 -0.67
C -4.88 0.00 -0.61
O -2.55 0.57 -0.23
B -1.70 -0.23 -1.08
C -0.27 0.56 -1.45
C 0.18 0.49 -2.77
C 1.50 0.83 -3.09
C 2.34 1.27 -2.08
C 3.79 1.32 -2.42
F 4.50 2.15 -1.60
F 4.35 0.07 -2.30
F 4.01 1.72 -3.70
C 1.86 1.53 -0.80
C 0.51 1.25 -0.51
C -1.20 -1.68 -0.26
C -1.51 -2.94 -1.04
O -2.36 -0.45 -2.36
H -5.04 1.07 -3.63
H -3.96 -0.07 -4.43
H -5.02 -0.62 -3.11
H -3.44 2.58 -3.36
H -1.90 2.32 -2.50
H -2.20 1.56 -4.10
H -5.03 2.59 -1.21
H -4.30 2.42 0.40
H -3.32 3.05 -0.93
H -5.81 0.40 -1.04
H -4.74 -1.02 -0.97
H -5.00 -0.01 0.47
H -0.44 0.16 -3.59
H 1.86 0.75 -4.11
H 2.53 1.95 -0.05
H 0.09 1.59 0.44
H -0.13 -1.56 -0.06
H -1.72 -1.69 0.70
H -1.37 -3.89 -0.49
H -2.56 -2.91 -1.36
H -0.94 -3.00 -1.98
C 1.40 -1.40 2.02
C 2.64 -0.90 1.51
C 3.47 -1.65 0.63
C 4.81 -1.28 0.51
C 5.29 -0.05 1.01
C 4.39 0.82 1.64
C 3.11 0.38 1.95
C 1.20 -1.27 3.45
C 1.88 -2.14 4.36
C 2.05 -1.78 5.69
C 1.47 -0.60 6.18
C 0.64 0.17 5.35
C 0.44 -0.20 4.02
H 0.87 -2.17 1.45
H 3.02 -2.54 0.16
H 5.51 -1.97 0.03
H 6.35 0.22 0.91
H 4.73 1.82 1.95
H 2.39 1.00 2.50
H 2.26 -3.09 3.98
H 2.62 -2.43 6.36
H 1.65 -0.30 7.22
H 0.14 1.07 5.74
H -0.30 0.30 3.38
*
```

Results of the Löwdin charge analysis, in e, for atoms 1 through 8: C -0.021; C -0.491; C -0.032; C -0.485; C -0.024; C -0.028; O 0.052; B -0.809

***

Sequential strongest force on any atom output: 5.7; 2.8; 6.2; 2.3; 1.7; 4.9; 6.8; 2.7 eV Å⁻¹
Sequential molecular weight output: 491.07; 866.31; 72.86; 106.12; 925.63; 117.47; 488.61; 468.37 g mol⁻¹
Sequential calculated total energy output: -95973.0227; -93131.7720; -7357.9125; -10451.4089; -302051.2062; -27668.3148; -79239.6098; -42477.1667 eV